# 1
ORCA calculation (ωB97M-V/def2-TZVPD) on 2 unconnected molecules or ions with the total composition C5H15NO.

Geometry as XYZ:
```
22
Properties=species:S:1:pos:R:3:forces:R:3
C 1.409 1.748 -1.305 -1.3 0.4 2.7
C 0.837 0.333 -1.084 0.9 -0.2 0.6
C 0.094 0.194 0.305 1.5 1.5 0.0
C 1.229 -0.024 1.358 -0.2 2.8 0.5
N -0.775 -0.911 0.245 -2.6 -0.1 1.9
C -1.275 -1.430 1.564 -1.3 -2.3 -2.6
H 1.325 2.327 -0.316 0.0 -0.6 -1.4
H 2.439 1.852 -1.542 0.8 -0.3 -0.7
H 0.736 2.199 -2.005 0.1 0.8 -0.5
H 1.708 -0.411 -1.011 -1.3 0.7 -0.4
H 0.209 0.138 -1.965 0.0 -0.5 0.6
H -0.557 1.108 0.642 1.4 -1.2 -0.9
H 0.679 0.159 2.359 1.8 -0.6 -1.2
H 2.003 0.794 1.140 -1.2 -0.7 0.9
H 1.884 -0.906 1.259 -1.0 -0.3 0.2
H -0.234 -1.639 -0.075 1.3 -2.2 -1.4
H -0.505 -1.970 2.111 -0.1 0.1 0.2
H -1.736 -0.692 2.148 -0.4 1.3 0.8
H -2.141 -2.174 1.267 1.7 1.2 0.8
O -2.293 -0.380 -2.003 -2.3 1.7 -1.3
H -1.954 -0.588 -1.126 0.0 0.2 0.9
H -3.082 0.272 -1.965 2.2 -1.8 0.3
```
Positions in Å, forces in eV/Å.

Calculated values
Frontier orbital gap = 0.3762 Eh
SMILES string = CC[C@H](C)NC.O
Energy relative to the best compared isomer or geometry (same formula, charge and spin) = 41.5 kcal/mol
E_LUMO = 0.98 eV

---

# 2
ORCA calculation (ωB97M-V/def2-TZVPD) on 2 unconnected molecules or ions with the total composition C5H15NO.

Geometry as XYZ:
```
22
Properties=species:S:1:pos:R:3:forces:R:3
C -2.804 0.864 1.095 -1.7 1.1 1.7
C -2.058 0.892 -0.198 -0.2 -0.6 -1.6
C -0.739 1.665 -0.136 -0.5 0.3 0.7
C 0.433 0.800 0.333 0.2 0.4 -1.7
N 1.721 1.425 0.037 0.3 -0.6 1.5
C 2.744 0.440 -0.230 0.4 -0.2 -0.2
H -2.285 0.574 2.012 0.6 -0.4 -0.4
H -3.188 1.857 1.406 0.5 0.1 -0.5
H -3.762 0.342 1.139 0.2 -0.6 -0.6
H -2.659 1.258 -1.042 -0.3 0.9 0.6
H -1.982 -0.114 -0.651 0.8 -0.1 0.8
H -0.915 2.521 0.524 0.2 -0.1 0.3
H -0.543 2.169 -1.084 0.3 -0.5 -0.3
H 0.351 -0.100 -0.298 0.0 -0.2 0.4
H 0.401 0.515 1.384 -0.2 0.0 0.1
H 1.678 2.171 -0.611 -0.1 0.5 -0.8
H 2.675 -0.348 0.522 -0.1 -0.1 -0.1
H 3.778 0.787 -0.152 -0.2 0.5 0.1
H 2.668 -0.019 -1.227 -0.2 -0.2 0.1
O 1.700 -6.032 -0.626 0.1 -0.1 -0.4
H 0.934 -5.452 -0.632 -0.1 0.1 0.1
H 1.852 -6.216 -1.565 0.0 0.0 0.3
```
Positions in Å, forces in eV/Å.

Calculated values
Frontier orbital gap = 0.3396 Eh
SMILES string = CCCCNC.O
Energy relative to the best compared isomer or geometry (same formula, charge and spin) = 31.6 kcal/mol
E_LUMO = 0.77 eV

---

# 3
ORCA calculation (ωB97M-V/def2-TZVPD) on 2 unconnected molecules or ions with the total composition C5H15NO.

Geometry as XYZ:
```
22
Properties=species:S:1:pos:R:3:forces:R:3
C 1.058 1.201 0.867 -1.0 0.1 1.2
C 1.199 0.420 -0.421 1.2 -0.1 -0.6
C 2.441 -0.496 -0.460 -0.1 -0.4 -0.1
N 0.023 -0.330 -0.816 -0.9 -0.4 0.0
C -1.131 0.470 -1.199 1.4 1.1 -0.6
C -0.433 -1.393 0.058 0.1 -0.3 -0.3
H 1.950 1.420 1.452 0.4 0.0 -0.5
H 0.441 0.625 1.572 0.1 -0.1 -0.1
H 0.505 2.139 0.775 0.1 0.0 -0.3
H 1.380 1.067 -1.281 -0.2 0.6 0.3
H 3.271 -0.165 0.162 -0.2 0.1 0.2
H 2.178 -1.518 -0.184 0.2 0.1 0.2
H 2.835 -0.564 -1.476 -0.1 0.0 0.0
H -0.792 1.394 -1.690 0.2 -0.2 -0.1
H -1.689 -0.048 -1.973 -0.6 -0.2 0.5
H -1.684 0.870 -0.344 -0.6 -0.5 0.0
H -1.132 -2.032 -0.482 0.0 0.0 -0.2
H -0.997 -1.068 0.940 0.3 0.2 0.3
H 0.392 -2.024 0.380 0.0 0.0 0.1
O -3.537 -0.282 1.292 0.5 0.3 0.1
H -2.572 -0.279 1.167 -0.6 -0.1 0.0
H -3.706 0.595 1.661 -0.1 -0.2 0.0
```
Positions in Å, forces in eV/Å.

Calculated values
Frontier orbital gap = 0.3444 Eh
SMILES string = CC(C)N(C)C.O
Energy relative to the best compared isomer or geometry (same formula, charge and spin) = 30.3 kcal/mol
E_LUMO = 0.82 eV

---

# 4
ORCA calculation (ωB97M-V/def2-TZVPD) on 2 unconnected molecules or ions with the total composition C5H15NO.

Geometry as XYZ:
```
22
Properties=species:S:1:pos:R:3:forces:R:3
C 1.123 -0.080 1.592 1.3 0.4 -1.4
C 1.511 -0.348 0.072 -1.3 5.6 0.0
C 2.603 0.743 -0.332 -1.7 0.3 -1.0
N 0.352 -0.331 -0.906 0.7 1.6 1.5
C -0.371 -1.556 -0.781 -0.7 -0.9 -0.3
C -0.549 0.853 -0.766 1.3 -0.3 -1.9
H 2.067 0.110 2.165 -0.7 -1.2 -0.2
H 0.678 0.913 1.746 -0.6 -0.4 -0.5
H 0.469 -0.902 1.878 0.2 0.3 0.8
H 2.008 -1.199 -0.085 1.4 -3.9 -0.1
H 3.421 0.720 0.395 0.1 -0.1 -0.5
H 2.080 1.718 -0.217 0.6 -0.3 0.0
H 2.914 0.713 -1.444 -0.3 -0.3 1.9
H 0.305 -2.304 -1.232 -0.8 -0.2 0.0
H -1.375 -1.460 -1.317 1.4 -0.5 0.7
H -0.530 -1.880 0.282 -0.3 0.3 -0.7
H -0.925 1.104 -1.784 0.2 -0.2 0.5
H -1.422 0.669 -0.177 -0.4 0.0 0.9
H 0.051 1.713 -0.469 -0.3 0.0 0.3
O -3.769 0.394 0.704 -0.3 0.9 0.9
H -3.317 1.176 1.097 -0.4 -0.8 -0.4
H -4.638 0.402 1.154 0.7 -0.1 -0.4
```
Positions in Å, forces in eV/Å.

Calculated values
Frontier orbital gap = 0.3253 Eh
SMILES string = CC(C)N(C)C.O
Energy relative to the best compared isomer or geometry (same formula, charge and spin) = 43.9 kcal/mol
E_LUMO = 0.70 eV

---

# 5
ORCA calculation (ωB97M-V/def2-TZVPD) on 2 unconnected molecules or ions with the total composition C5H15NO.

Geometry as XYZ:
```
22
Properties=species:S:1:pos:R:3:forces:R:3
C -3.238 0.703 0.936 -0.4 1.3 1.8
C -1.891 0.229 1.547 1.8 2.1 0.2
C -0.601 0.624 0.613 -0.2 -0.5 2.1
C -0.427 -0.115 -0.704 -0.5 0.1 -1.7
N 1.042 -0.228 -1.063 -1.9 0.4 -2.4
C 1.745 1.088 -0.962 1.6 -2.5 0.5
H -3.307 1.842 0.906 0.5 -1.4 -0.3
H -4.086 0.476 1.634 0.7 -0.2 -0.6
H -3.482 0.311 -0.034 0.1 -0.3 -0.4
H -1.657 0.931 2.482 -0.8 -1.9 -1.6
H -1.862 -0.859 1.838 -0.1 1.2 -0.3
H -0.690 1.727 0.385 0.2 -1.1 0.5
H 0.342 0.450 1.258 -1.5 0.3 -0.9
H -0.905 -1.170 -0.796 0.8 1.8 0.4
H -0.944 0.605 -1.444 0.5 -1.5 0.5
H 1.073 -0.518 -2.121 -0.1 0.8 2.6
H 2.716 0.771 -1.354 0.1 0.9 -0.3
H 1.361 1.989 -1.382 -0.7 0.4 -0.9
H 1.969 1.303 0.070 -0.2 0.0 0.5
O 2.959 -2.201 -0.311 -2.1 0.7 -0.6
H 2.068 -1.828 -0.743 2.7 -0.6 1.9
H 2.908 -2.005 0.649 -0.2 -0.1 -1.1
```
Positions in Å, forces in eV/Å.

Calculated values
Frontier orbital gap = 0.3796 Eh
SMILES string = CCCCNC.O
Energy relative to the best compared isomer or geometry (same formula, charge and spin) = 47.1 kcal/mol
E_LUMO = 0.87 eV

---

# 6
ORCA calculation (ωB97M-V/def2-TZVPD) on 2 unconnected molecules or ions with the total composition C5H15NO.

Geometry as XYZ:
```
22
Properties=species:S:1:pos:R:3:forces:R:3
C -0.738 1.135 1.220 -0.3 -0.6 -0.8
C -0.891 -0.263 0.610 -1.7 -1.0 0.4
C -2.079 -1.034 1.216 0.2 1.6 0.5
N -1.026 -0.291 -0.873 1.3 1.4 0.0
C 0.306 0.011 -1.431 0.6 -1.0 0.6
C -1.958 0.704 -1.418 0.3 -1.5 -1.8
H 0.169 1.524 0.768 0.2 0.6 0.6
H -0.789 1.172 2.304 0.6 -0.3 0.1
H -1.582 1.742 0.904 0.0 0.2 -0.1
H -0.075 -0.933 0.888 0.5 0.4 -0.4
H -1.820 -1.195 2.263 -0.2 -0.4 0.0
H -2.979 -0.414 1.228 -0.1 -0.1 -0.2
H -2.243 -1.932 0.661 -0.1 -0.7 -0.1
H 0.978 -0.662 -0.888 0.2 0.0 -0.4
H 0.403 -0.211 -2.493 -0.4 0.0 0.0
H 0.730 1.010 -1.263 -0.5 0.2 0.0
H -1.663 0.866 -2.461 0.2 0.0 0.0
H -1.877 1.677 -0.994 -0.6 0.7 0.7
H -2.932 0.249 -1.590 -0.5 0.5 0.9
O 6.797 -1.144 0.853 -0.2 0.2 -0.9
H 6.886 -0.337 0.332 0.3 0.4 0.5
H 6.382 -1.673 0.162 -0.1 -0.6 0.4
```
Positions in Å, forces in eV/Å.

Calculated values
Frontier orbital gap = 0.3491 Eh
SMILES string = CC(C)N(C)C.O
Energy relative to the best compared isomer or geometry (same formula, charge and spin) = 35.8 kcal/mol
E_LUMO = 0.76 eV

---

# 7
ORCA calculation (ωB97M-V/def2-TZVPD) on 2 unconnected molecules or ions with the total composition C5H15NO.

Geometry as XYZ:
```
22
Properties=species:S:1:pos:R:3:forces:R:3
C 0.845 2.132 1.347 0.5 0.0 0.6
C 0.618 0.668 1.022 -1.4 0.3 0.1
C 0.249 -0.183 2.243 -0.3 -1.7 -1.5
C -0.694 -1.355 1.801 0.8 1.0 0.2
N -0.177 -2.281 0.819 -0.5 -0.1 0.1
C -0.629 -2.115 -0.541 -0.5 0.1 0.0
H 0.207 2.380 2.195 -0.1 0.2 0.0
H 1.870 2.322 1.673 0.0 0.1 -0.1
H 0.581 2.818 0.547 0.2 -0.1 -0.2
H 1.404 0.188 0.444 0.2 0.1 0.0
H -0.270 0.658 0.384 0.0 -0.1 -0.2
H -0.310 0.306 3.035 0.4 0.5 0.1
H 1.139 -0.691 2.579 0.5 0.2 0.9
H -1.546 -0.836 1.359 -0.4 -0.4 0.2
H -0.974 -1.872 2.717 -0.3 -0.2 0.1
H 0.742 -2.642 1.003 0.1 0.1 -0.3
H -0.841 -3.047 -1.072 0.7 -0.2 0.0
H -0.056 -1.416 -1.162 0.1 -0.2 -0.1
H -1.638 -1.717 -0.475 -0.1 0.4 0.0
O 0.134 2.259 -6.366 -0.6 -0.2 -0.7
H -0.681 2.775 -6.435 0.2 0.1 0.3
H 0.026 1.648 -7.116 0.3 0.1 0.4
```
Positions in Å, forces in eV/Å.

Calculated values
Frontier orbital gap = 0.3358 Eh
SMILES string = CCCCNC.O
Energy relative to the best compared isomer or geometry (same formula, charge and spin) = 31.3 kcal/mol
E_LUMO = 1.00 eV

---

# 8
ORCA calculation (ωB97M-V/def2-TZVPD) on 2 unconnected molecules or ions with the total composition C5H15NO.

Geometry as XYZ:
```
22
Properties=species:S:1:pos:R:3:forces:R:3
C -0.934 -0.791 -0.829 1.7 -0.4 -1.3
N -0.154 -1.302 0.302 -3.8 -0.1 0.5
C -0.379 -0.502 1.480 2.5 0.6 1.5
C 0.681 0.643 1.604 -0.7 0.8 -0.7
C -0.179 -2.725 0.520 1.5 -0.4 -0.3
C -0.455 -1.345 -2.192 -0.9 0.4 -0.6
H -0.815 0.287 -0.786 -0.4 0.1 -0.1
H -1.980 -1.094 -0.735 0.0 0.1 0.7
H -0.150 -1.101 2.357 -0.4 -0.4 -0.1
H -1.385 -0.096 1.576 -0.1 -0.2 -0.5
H 0.230 1.604 1.361 -0.2 0.1 0.2
H 1.033 0.698 2.629 0.2 -0.1 -0.1
H 1.489 0.590 0.874 0.2 -0.5 0.3
H -0.437 -3.265 -0.386 0.0 0.0 0.1
H -0.799 -2.987 1.371 -0.4 0.2 0.0
H 0.834 -3.006 0.836 0.0 -0.2 -0.1
H -1.323 -1.674 -2.769 0.0 -0.3 0.2
H -0.096 -0.530 -2.808 0.6 0.1 0.1
H 0.256 -2.166 -2.190 0.1 0.1 0.3
H 0.244 4.818 -0.735 0.0 -0.1 -0.1
H 1.254 5.870 -0.387 0.2 0.1 0.0
O 1.195 4.967 -0.716 -0.3 0.0 0.1
```
Positions in Å, forces in eV/Å.

Calculated values
Frontier orbital gap (alpha / beta) = 0.4109 / 0.2378 Eh
Spin multiplicity = 2
Energy relative to the best compared isomer or geometry (same formula, charge and spin) = 18.2 kcal/mol
Net charge = +1
E_LUMO (alpha / beta) = -2.68 / -7.39 eV

---

# 9
ORCA calculation (ωB97M-V/def2-TZVPD) on 3 unconnected molecules or ions with the total composition C5H15NO2.

Geometry as XYZ:
```
23
Properties=species:S:1:pos:R:3:forces:R:3
C -2.208 0.491 0.161 0.3 0.7 0.9
C -0.957 0.504 -0.300 0.0 -0.7 -1.0
C 0.221 1.097 0.434 -0.3 0.0 0.2
C 0.074 1.126 1.937 -0.9 1.5 1.4
N -0.696 0.081 -1.623 0.3 -0.2 0.4
C 0.605 -0.480 -1.967 0.3 1.0 -1.3
H -3.080 0.355 -0.463 0.1 -0.4 0.0
H -2.356 0.730 1.211 -0.2 0.1 -0.3
H 1.172 0.603 0.290 0.0 -0.5 -0.7
H 0.309 2.087 -0.046 0.2 -0.1 0.6
H -0.679 1.845 2.315 0.0 -0.2 -0.6
H -0.230 0.200 2.420 0.2 -0.4 -0.5
H 0.961 1.496 2.451 0.4 -0.2 -0.3
H -1.459 -0.447 -2.014 -0.1 0.0 0.1
H 1.076 -1.275 -1.393 -0.5 -0.1 0.5
H 1.329 0.341 -2.006 0.0 -0.2 0.1
H 0.545 -0.824 -3.006 -0.1 -0.1 0.2
O -1.558 -2.038 1.527 0.6 -0.1 0.8
H -1.259 -2.006 0.612 -0.6 -0.1 0.1
H -2.390 -2.505 1.632 0.1 -0.1 -0.6
O 3.345 -0.720 -0.713 -0.5 -1.8 -0.6
H 3.234 -0.054 -0.052 0.7 0.9 0.0
H 4.001 -0.607 -1.407 0.1 0.8 0.7
```
Positions in Å, forces in eV/Å.

Calculated values
Frontier orbital gap = 0.3069 Eh
SMILES string = C=C(CC)NC.O.O
Energy relative to the best compared isomer or geometry (same formula, charge and spin) = 45.2 kcal/mol
E_LUMO = 0.69 eV

---

# 10
ORCA calculation (ωB97M-V/def2-TZVPD) on 3 unconnected molecules or ions with the total composition C5H15NO2.

Geometry as XYZ:
```
23
Properties=species:S:1:pos:R:3:forces:R:3
C 1.140 2.165 1.763 3.1 -0.2 2.6
C 0.245 2.223 0.593 -0.5 0.1 -2.5
C 0.054 0.945 -0.190 -0.8 -0.7 0.1
C 0.991 0.215 -0.807 -1.8 -1.0 -1.6
N 0.644 -0.978 -1.663 0.1 1.4 1.3
C 0.918 -2.189 -0.853 -4.4 -1.0 -0.6
H 0.831 1.331 2.558 0.7 1.6 -1.9
H 2.287 2.058 1.496 -2.3 -0.4 0.3
H 1.207 3.125 2.353 -0.6 -0.8 -0.6
H 0.459 2.908 -0.281 0.5 0.1 1.5
H -0.738 2.527 0.892 -0.6 0.2 0.4
H -1.048 0.704 -0.266 1.4 -0.2 -0.4
H 2.057 0.419 -0.842 -0.1 0.1 0.4
H -0.307 -0.936 -2.111 2.5 0.5 0.4
H 0.107 -3.030 -1.253 2.1 1.9 1.4
H 0.848 -2.014 0.255 -0.3 -0.3 -1.1
H 1.856 -2.536 -1.088 2.3 -1.0 -0.5
O -1.463 -1.234 1.851 -1.4 -3.2 3.6
H -1.273 -0.669 1.178 0.3 2.4 -3.2
H -2.359 -1.632 1.776 1.1 0.8 -0.4
O -2.338 -0.929 -1.497 2.5 -1.1 -0.6
H -2.806 -1.225 -2.304 0.6 0.1 0.6
H -1.312 -1.249 -1.560 -4.5 0.7 0.7
```
Positions in Å, forces in eV/Å.

Calculated values
Frontier orbital gap = 0.3527 Eh
SMILES string = CC/C=C/NC.O.O
Energy relative to the best compared isomer or geometry (same formula, charge and spin) = 85.6 kcal/mol
E_LUMO = 0.66 eV

---

# 11
ORCA calculation (ωB97M-V/def2-TZVPD) on 3 unconnected molecules or ions with the total composition C5H15NO2.

Geometry as XYZ:
```
23
Properties=species:S:1:pos:R:3:forces:R:3
C 2.594 0.639 -2.871 1.8 0.8 -1.5
C 1.385 0.247 -2.569 -0.9 0.1 -2.5
C 0.993 -0.579 -1.359 -4.7 1.7 -4.5
C 0.209 0.421 -0.537 -1.6 0.1 1.4
C -1.153 -0.107 0.060 0.7 -0.7 -1.2
N -1.887 0.855 0.878 1.6 -1.1 0.9
H 2.900 1.067 -3.902 -0.7 -0.4 2.1
H 3.363 0.519 -2.121 0.5 -0.2 -0.2
H 0.624 0.567 -3.411 0.8 -1.2 2.1
H 1.740 -1.108 -0.950 2.8 -1.5 1.7
H 0.291 -1.329 -1.905 0.8 0.8 1.5
H 0.825 0.765 0.283 0.2 0.0 0.4
H 0.059 1.333 -1.129 -0.4 -0.3 0.1
H -1.793 -0.534 -0.765 0.7 0.5 0.5
H -0.859 -1.017 0.658 -0.5 0.9 -0.2
H -2.813 0.579 0.987 -1.8 -1.3 0.6
H -2.038 1.773 0.575 0.8 1.6 -1.2
O -2.150 -2.467 2.889 2.6 1.3 2.6
H -1.765 -2.417 3.852 -1.6 -0.6 -2.3
H -1.452 -1.861 2.528 -1.1 -0.7 -0.3
O 0.428 0.772 3.347 -3.9 -4.2 -0.3
H -0.270 0.463 2.630 1.4 0.7 2.4
H 0.769 1.418 2.832 2.3 3.7 -2.1
```
Positions in Å, forces in eV/Å.

Calculated values
Frontier orbital gap = 0.3848 Eh
SMILES string = C=CCCCN.O.O
Energy relative to the best compared isomer or geometry (same formula, charge and spin) = 70.4 kcal/mol
E_LUMO = 0.73 eV